Molecular formula: C30H32F3N5O4
Method: DFT, ωB97M-V with the def2-TZVPD basis set

Each line ends with the Löwdin charge.
Positions of all 74 atoms, in Å:
O1 -2.777 -0.072 -3.885  0.136
C1 -2.210 -0.540 -4.826  -0.619
O2 -1.954 0.117 -5.976  0.125
O3 -1.796 -1.822 -4.906  0.030
C2 -0.415 -2.018 -5.293  -0.108
C3 0.539 -1.746 -4.135  -0.166
O4 1.034 -0.405 -4.149  -0.102
C4 0.622 0.398 -3.064  -0.103
C5 0.588 1.836 -3.528  -0.615
F1 1.786 2.308 -3.864  0.160
F2 0.108 2.620 -2.556  0.138
F3 -0.207 2.016 -4.600  0.138
H1 -2.171 1.058 -5.836  0.135
H2 -0.168 -1.352 -6.128  0.133
H3 -0.338 -3.056 -5.634  0.134
H4 0.048 -1.940 -3.172  0.129
H5 1.398 -2.430 -4.213  0.121
H6 -0.392 0.152 -2.708  0.139
H7 1.318 0.325 -2.214  0.135
N1 -7.699 2.763 -4.882  0.049
C6 -6.789 1.860 -5.239  -0.155
C7 -5.558 1.719 -4.613  -0.071
C8 -5.257 2.560 -3.554  -0.075
C9 -6.194 3.506 -3.172  -0.076
C10 -7.394 3.566 -3.865  -0.161
H8 -7.059 1.215 -6.068  0.102
H9 -4.859 0.958 -4.930  0.080
H10 -4.310 2.469 -3.038  0.104
H11 -6.005 4.184 -2.350  0.099
H12 -8.151 4.293 -3.591  0.101
N2 1.498 -1.942 -0.657  0.060
C11 2.225 -2.755 -1.425  -0.176
C12 2.345 -4.118 -1.211  -0.072
C13 1.675 -4.673 -0.131  -0.078
C14 0.918 -3.843 0.679  -0.062
C15 0.857 -2.489 0.378  -0.132
H13 2.734 -2.281 -2.258  0.101
H14 2.943 -4.727 -1.876  0.101
H15 1.743 -5.734 0.074  0.104
H16 0.384 -4.227 1.537  0.103
H17 0.281 -1.821 1.006  0.081
N3 -0.607 -1.183 3.310  0.046
C16 -0.702 0.142 3.182  -0.153
C17 -0.217 1.044 4.120  -0.065
C18 0.409 0.537 5.248  -0.077
C19 0.520 -0.836 5.392  -0.093
C20 -0.004 -1.652 4.401  -0.158
H18 -1.198 0.498 2.285  0.101
H19 -0.327 2.110 3.964  0.072
H20 0.805 1.204 6.004  0.104
H21 1.003 -1.277 6.254  0.097
H22 0.076 -2.729 4.483  0.093
N4 2.865 -3.507 5.010  0.062
C21 3.690 -2.485 5.230  -0.153
C22 5.033 -2.637 5.541  -0.069
C23 5.550 -3.919 5.629  -0.080
C24 4.704 -4.993 5.401  -0.074
C25 3.376 -4.734 5.096  -0.153
H23 3.250 -1.497 5.150  0.092
H24 5.654 -1.768 5.710  0.102
H25 6.593 -4.079 5.870  0.105
H26 5.061 -6.012 5.457  0.100
H27 2.686 -5.551 4.911  0.102
N5 -0.217 4.380 2.961  0.044
C26 -0.208 4.207 1.641  -0.150
C27 0.625 4.908 0.781  -0.066
C28 1.499 5.838 1.322  -0.077
C29 1.500 6.028 2.694  -0.074
C30 0.626 5.278 3.466  -0.153
H28 -0.904 3.472 1.251  0.104
H29 0.588 4.725 -0.282  0.097
H30 2.166 6.403 0.685  0.106
H31 2.163 6.744 3.161  0.101
H32 0.598 5.404 4.543  0.103

Values from the calculation:
total energy = -55421.472 eV
HOMO = -9.5 eV
orbital gap = 10.060 eV

=====

Molecular formula: C8H12FO3P
Method: DFT, ωB97M-V with the def2-TZVPD basis set

Each line ends with the Löwdin charge.
Positions of all 25 atoms, in Å:
C1 -0.822 2.329 0.526  -0.284
P1 -1.528 0.645 0.908  0.918
C2 -3.183 0.696 0.060  -0.290
C3 -0.441 -0.651 0.107  -0.444
O1 -0.645 -2.008 0.518  -0.014
C4 0.618 -2.577 0.481  -0.512
O2 0.929 -3.548 -0.032  0.214
C5 1.477 -1.557 1.224  -0.012
C6 1.019 -0.264 0.464  -0.290
C7 1.976 0.184 -0.654  -0.030
C8 1.554 -0.304 -2.015  -0.516
O3 1.262 -1.370 -2.270  0.229
F1 1.502 0.623 -2.989  0.105
H1 -0.807 2.508 -0.555  0.039
H2 0.189 2.437 0.908  0.022
H3 -1.494 3.025 1.019  0.032
H4 -3.644 -0.283 -0.012  0.035
H5 -3.032 1.154 -0.923  0.032
H6 -3.785 1.383 0.651  0.026
H7 -0.727 -0.651 -0.952  0.123
H8 0.970 -1.492 2.186  0.132
H9 2.538 -1.766 1.262  0.128
H10 1.061 0.471 1.267  0.105
H11 2.055 1.269 -0.697  0.118
H12 2.959 -0.252 -0.483  0.134

Values from the calculation:
total energy = -26638.548 eV
HOMO = -8.3 eV
orbital gap = 8.977 eV

=====

Molecular formula: C46H58Cl2KN4PS
Method: DFT, ωB97M-V with the def2-TZVPD basis set

Each line ends with the Löwdin charge.
Positions of all 113 atoms, in Å:
K1 1.013 -1.625 0.900  0.456
Cl1 -0.002 -4.335 0.275  0.607
C1 1.559 -5.159 0.222  -0.655
C2 1.711 -6.072 -0.807  -0.157
C3 2.918 -6.735 -0.953  -0.103
C4 3.942 -6.463 -0.059  -0.134
C5 3.752 -5.556 0.968  -0.690
Cl2 5.096 -5.287 2.036  0.634
C6 2.545 -4.848 1.181  -0.799
S1 2.322 -3.727 2.484  0.419
H1 0.885 -6.260 -1.479  0.096
H2 3.056 -7.455 -1.749  0.099
H3 4.899 -6.959 -0.145  0.097
C7 -4.924 3.153 1.616  -0.056
C8 -3.861 2.234 2.227  -0.390
C9 -4.526 1.060 2.940  -0.071
C10 -2.874 1.819 1.158  -0.185
C11 -3.110 0.756 0.305  0.020
C12 -2.281 0.481 -0.776  -0.138
C13 -2.692 -0.650 -1.686  -0.390
C14 -2.914 -1.950 -0.910  -0.059
C15 -3.925 -0.286 -2.512  -0.041
C16 -1.166 1.289 -1.051  -0.072
C17 -0.871 2.335 -0.145  -0.119
C18 -1.722 2.555 0.936  0.003
C19 0.296 3.326 -0.200  -0.357
C20 1.570 2.836 -0.869  -0.056
C21 -0.117 4.697 -0.745  -0.052
C22 -0.570 1.323 -2.453  -0.164
C23 -1.015 2.460 -3.142  -0.050
C24 -0.533 2.830 -4.383  -0.065
C25 0.435 2.049 -4.988  -0.067
C26 0.829 0.877 -4.366  -0.109
C27 0.328 0.457 -3.128  -0.288
P1 0.852 -1.208 -2.496  1.164
C28 2.759 -1.237 -2.573  -0.673
C29 3.276 0.066 -1.962  -0.101
C30 3.461 -1.425 -3.921  -0.087
C31 3.210 -2.371 -1.633  -0.106
C32 0.301 -2.445 -3.847  -0.659
C33 0.537 -2.072 -5.314  -0.090
C34 -1.200 -2.719 -3.720  -0.105
C35 1.003 -3.776 -3.544  -0.104
H4 -5.614 3.514 2.382  0.078
H5 -5.505 2.615 0.863  0.084
H6 -4.466 4.016 1.130  0.080
H7 -3.303 2.814 2.965  0.101
H8 -5.179 0.503 2.265  0.075
H9 -5.147 1.420 3.763  0.080
H10 -3.794 0.358 3.346  0.073
H11 -3.993 0.143 0.444  0.111
H12 -1.872 -0.804 -2.376  0.058
H13 -3.752 -1.863 -0.217  0.078
H14 -2.029 -2.223 -0.329  0.054
H15 -3.142 -2.776 -1.585  0.075
H16 -4.783 -0.081 -1.868  0.080
H17 -4.197 -1.106 -3.182  0.080
H18 -3.741 0.604 -3.119  0.082
H19 -1.478 3.360 1.624  0.121
H20 0.548 3.478 0.855  0.117
H21 1.500 2.826 -1.958  0.075
H22 1.802 1.827 -0.537  0.056
H23 2.408 3.482 -0.598  0.090
H24 -0.305 4.658 -1.817  0.064
H25 0.684 5.421 -0.576  0.081
H26 -1.017 5.067 -0.251  0.078
H27 -1.757 3.082 -2.656  0.124
H28 -0.901 3.731 -4.860  0.109
H29 0.860 2.325 -5.945  0.107
H30 1.552 0.255 -4.869  0.073
H31 3.006 0.942 -2.552  0.073
H32 4.366 0.018 -1.895  0.096
H33 2.900 0.208 -0.947  0.057
H34 3.318 -0.575 -4.590  0.071
H35 3.166 -2.334 -4.441  0.058
H36 4.536 -1.499 -3.731  0.090
H37 2.878 -2.187 -0.612  0.017
H38 4.302 -2.404 -1.598  0.100
H39 2.858 -3.361 -1.918  0.061
H40 -0.065 -1.215 -5.613  0.076
H41 0.218 -2.921 -5.928  0.090
H42 1.577 -1.869 -5.560  0.058
H43 -1.803 -1.864 -4.023  0.081
H44 -1.467 -3.020 -2.708  0.057
H45 -1.452 -3.545 -4.392  0.092
H46 2.070 -3.761 -3.765  0.065
H47 0.552 -4.552 -4.170  0.094
H48 0.868 -4.072 -2.502  0.041
N1 -0.934 5.384 6.205  0.115
C36 -0.629 4.338 5.370  -0.324
C37 0.623 4.236 4.757  -0.017
C38 0.891 3.138 3.963  -0.165
N2 0.029 2.148 3.722  0.065
C39 -1.158 2.256 4.315  -0.167
C40 -1.538 3.304 5.132  -0.021
H49 -0.354 6.204 6.167  0.096
H50 -1.900 5.550 6.425  0.095
H51 1.381 4.993 4.912  0.111
H52 1.867 3.053 3.494  0.108
H53 -1.855 1.445 4.124  0.098
H54 -2.526 3.315 5.579  0.111
N3 3.793 1.954 6.320  0.164
C41 3.042 1.182 5.921  -0.185
C42 2.078 0.245 5.410  -0.216
C43 1.133 -0.346 6.239  -0.005
C44 0.209 -1.201 5.669  -0.036
C45 0.260 -1.418 4.300  -0.144
N4 1.154 -0.843 3.498  -0.018
C46 2.051 -0.039 4.049  -0.110
H55 1.130 -0.137 7.300  0.124
H56 -0.539 -1.698 6.269  0.110
H57 -0.449 -2.090 3.828  0.113
H58 2.781 0.418 3.390  0.129

Values from the calculation:
total energy = -116099.894 eV
HOMO = -6.5 eV
orbital gap = 6.782 eV
energy relative to the best compared isomer or geometry (same formula, charge and spin) = 1.451 eV